Entry 1:
Formula: CH6OS2
Source: the OMol25 dataset
Level of theory: ωB97M-V with the def2-TZVPD basis set

Computed properties:
DFT total energy: -24852.10026 eV

Last columns: bonded neighbours and bond lengths (Å).
Positions of all 10 atoms, in Å:
1 S 2.303 2.120 0.974  S2 2.129, H5 1.350
2 S 0.441 1.270 1.564  S1 2.129, C4 1.795
3 O -1.774 -1.803 -1.231  H8 0.984, H9 0.984
4 C 0.359 -0.223 0.571  S2 1.795, H6 1.103, H7 1.103, H10 1.103
5 H 1.922 3.067 0.091  S1 1.350
6 H 0.363 0.019 -0.505  C4 1.103
7 H -0.588 -0.734 0.813  C4 1.103
8 H -2.207 -1.913 -2.108  O3 0.984
9 H -2.014 -0.892 -0.948  O3 0.984
10 H 1.194 -0.912 0.779  C4 1.103

Löwdin atomic charges, in units of e:
1 S 0.286
2 S 0.366
3 O -0.091
4 C -0.541
5 H -0.209
6 H 0.033
7 H 0.023
8 H 0.054
9 H 0.039
10 H 0.041

***

Entry 2:
Formula: C6H12O
Source: the OMol25 dataset
Level of theory: ωB97M-V with the def2-TZVPD basis set

Computed properties:
DFT total energy: -8461.64691 eV

Last columns: bonded neighbours and bond lengths (Å).
Positions of all 19 atoms, in Å:
1 O -1.457 -2.427 -1.100  H9 1.015, H14 0.958
2 C -0.649 0.604 1.543  C3 1.341, C5 1.407, H15 1.033
3 C -1.042 1.518 2.442  C2 1.341, H10 1.078, H16 1.100
4 C 1.124 0.724 -1.917  C6 1.514, H12 1.131, H17 1.198, H18 1.107
5 C -0.480 0.694 0.149  C2 1.407, C6 1.383, H13 1.113
6 C 0.724 0.442 -0.484  C4 1.514, C5 1.383, C7 1.507
7 C 1.648 -0.635 0.022  C6 1.507, H8 1.077, H11 1.114, H19 1.121
8 H 1.754 -1.475 -0.643  C7 1.077
9 H -0.833 -3.181 -1.368  O1 1.015
10 H -1.379 1.100 3.376  C3 1.078
11 H 1.321 -1.012 1.017  C7 1.114
12 H 0.457 0.363 -2.756  C4 1.131
13 H -1.180 1.296 -0.473  C5 1.113
14 H -0.869 -1.672 -1.112  O1 0.958
15 H -0.321 -0.289 1.945  C2 1.033
16 H -1.413 2.539 2.270  C3 1.100
17 H 1.406 1.876 -2.088  C4 1.198
18 H 2.044 0.126 -2.062  C4 1.107
19 H 2.719 -0.335 0.165  C7 1.121

Löwdin atomic charges, in units of e:
1 O -0.081
2 C -0.216
3 C 0.020
4 C -0.087
5 C -0.096
6 C -0.325
7 C -0.095
8 H 0.069
9 H 0.078
10 H 0.046
11 H 0.077
12 H 0.092
13 H 0.129
14 H -0.017
15 H 0.068
16 H 0.062
17 H 0.123
18 H 0.057
19 H 0.098

***

Entry 3:
Formula: C40H112N8O16
Source: the OMol25 dataset
Level of theory: ωB97M-V with the def2-TZVPD basis set

Computed properties:
DFT total energy: -87971.68578 eV

Last columns: bonded neighbours and bond lengths (Å).
Positions of all 176 atoms, in Å:
1 O 2.473 2.245 -1.180  C37 1.418, C49 1.428
2 O -1.344 0.976 3.160  C54 1.420, H154 0.977
3 O 2.449 -7.262 0.682  C38 1.389, C46 1.440
4 O -1.660 3.432 -4.546  C28 1.400, C36 1.419
5 O -4.041 -1.398 -3.389  C40 1.410, C62 1.419
6 O -5.791 -0.777 -0.131  C30 1.399, C58 1.415
7 O 5.541 3.184 3.824  C25 1.401, C56 1.417
8 O 2.739 0.416 5.536  C27 1.406, C33 1.407
9 O 0.118 -0.687 -3.895  C29 1.414, C53 1.430
10 O 4.872 -1.401 -1.482  C52 1.424, H142 0.977
11 O -2.537 5.201 0.091  C63 1.391, H104 1.007
12 O -1.320 -1.810 3.049  C57 1.419, H128 0.974
13 O -1.448 0.853 0.383  C39 1.437, H95 0.982
14 O 6.535 -2.363 0.883  C61 1.431, H175 0.960
15 O 0.848 -1.050 1.569  C31 1.403, H156 0.977
16 O -2.341 3.565 3.366  C32 1.424, H114 0.959
17 N 4.923 1.825 0.468  C59 1.456, H105 1.019, H119 1.013
18 N -9.078 -2.511 -0.389  C60 1.470, H68 1.020, H113 1.023
19 N 2.885 0.189 -2.903  C64 1.464, H96 1.009, H122 1.019
20 N 0.704 -3.933 0.858  C55 1.472, H148 1.022, H158 1.024
21 N -7.161 0.280 -4.427  C34 1.462, H72 1.014, H120 1.013
22 N -3.049 2.818 -1.233  C51 1.473, H157 1.015, H164 1.021
23 N 0.641 -4.286 -4.063  C42 1.465, H65 1.015, H160 1.015
24 N 4.974 1.495 6.806  C45 1.473, H118 1.018, H173 1.020
25 C 5.893 2.650 2.577  O7 1.401, C59 1.529, H78 1.103, H176 1.099
26 C 2.969 1.667 8.122  C45 1.537, H138 1.095, H141 1.093, H152 1.087
27 C 1.734 -0.296 4.859  O8 1.406, H77 1.086, H99 1.102, H135 1.096
28 C -1.681 3.423 -3.147  O4 1.400, C51 1.523, H73 1.098, H88 1.101
29 C 0.119 0.506 -4.653  O9 1.414, H86 1.091, H91 1.094, H101 1.095
30 C -4.534 -1.234 0.280  O6 1.399, H125 1.094, H137 1.099, H174 1.094
31 C 0.787 -0.162 0.485  O15 1.403, C39 1.523, H80 1.100, H108 1.088
32 C -2.891 3.846 2.083  O16 1.424, C63 1.526, H92 1.092, H149 1.097
33 C 3.265 -0.287 6.636  O8 1.407, C45 1.519, H110 1.101, H140 1.103
34 C -6.277 -0.848 -4.134  N21 1.462, C44 1.518, C62 1.535, H131 1.092
35 C 4.142 1.617 -4.472  C64 1.516, H87 1.096, H94 1.091, H116 1.089
36 C -0.585 4.170 -5.106  O4 1.419, H66 1.093, H127 1.094, H163 1.091
37 C 1.752 3.297 -0.559  O1 1.418, H109 1.096, H134 1.099, H165 1.086
38 C 3.758 -6.945 0.342  O3 1.389, H126 1.099, H161 1.095, H172 1.099
39 C -0.566 -0.111 -0.212  O13 1.437, C31 1.523, H97 1.099, H133 1.098
40 C -2.789 -0.956 -2.915  O5 1.410, H90 1.099, H124 1.094, H130 1.088
41 C -4.096 4.242 -2.847  C51 1.530, H81 1.090, H162 1.095, H171 1.089
42 C 0.662 -2.964 -3.430  N23 1.465, C43 1.518, C53 1.528, H67 1.091
43 C 1.770 -2.867 -2.397  C42 1.518, H76 1.094, H82 1.088, H84 1.087
44 C -6.234 -1.829 -5.292  C34 1.518, H79 1.091, H136 1.089, H146 1.097
45 C 3.999 0.679 7.550  N24 1.473, C26 1.537, C33 1.519, H166 1.090
46 C 1.505 -6.209 0.413  O3 1.440, C55 1.531, H103 1.096, H111 1.096
47 C -8.830 -0.197 0.311  C60 1.528, H93 1.091, H112 1.097, H132 1.091
48 C 3.728 1.423 2.561  C59 1.537, H117 1.091, H147 1.092, H153 1.091
49 C 2.882 2.591 -2.503  O1 1.428, C64 1.526, H139 1.094, H167 1.096
50 C 2.207 -4.924 2.480  C55 1.533, H98 1.088, H123 1.089, H159 1.093
51 C -3.094 3.099 -2.679  N22 1.473, C28 1.523, C41 1.530, H71 1.095
52 C 4.453 -1.713 -0.157  O10 1.424, C61 1.525, H69 1.102, H169 1.093
53 C 0.790 -1.825 -4.441  O9 1.430, C42 1.528, H89 1.100, H106 1.099
54 C -2.431 0.264 3.733  O2 1.420, C57 1.525, H70 1.098, H155 1.092
55 C 1.861 -4.835 0.988  N20 1.472, C46 1.531, C50 1.533, H129 1.091
56 C 6.685 3.488 4.602  O7 1.417, H83 1.095, H85 1.094, H145 1.086
57 C -1.962 -1.134 4.120  O12 1.419, C54 1.525, H75 1.098, H107 1.087
58 C -6.820 -1.687 0.210  O6 1.415, C60 1.512, H115 1.103, H121 1.099
59 C 4.618 2.396 1.773  N17 1.456, C25 1.529, C48 1.537, H144 1.096
60 C -8.158 -1.363 -0.413  N18 1.470, C47 1.528, C58 1.512, H143 1.094
61 C 5.278 -2.861 0.413  O14 1.431, C52 1.525, H100 1.094, H168 1.093
62 C -4.874 -0.324 -3.798  O5 1.419, C34 1.535, H102 1.097, H151 1.098
63 C -1.969 4.763 1.283  O11 1.391, C32 1.526, H150 1.093, H170 1.103
64 C 3.683 1.409 -3.042  N19 1.464, C35 1.516, C49 1.526, H74 1.094
65 H -0.121 -4.288 -4.733  N23 1.015
66 H 0.365 4.042 -4.580  C36 1.093
67 H -0.306 -2.788 -2.957  C42 1.091
68 H -8.597 -3.319 -0.784  N18 1.020
69 H 3.418 -2.082 -0.242  C52 1.102
70 H -3.226 0.120 2.989  C54 1.098
71 H -3.476 2.221 -3.210  C51 1.095
72 H -6.853 0.774 -5.257  N21 1.014
73 H -1.388 4.374 -2.682  C28 1.098
74 H 4.505 1.353 -2.321  C64 1.094
75 H -1.239 -0.987 4.933  C57 1.098
76 H 2.725 -3.052 -2.900  C43 1.094
77 H 1.443 0.262 3.973  C27 1.086
78 H 6.544 3.275 1.943  C25 1.103
79 H -7.211 -2.295 -5.430  C44 1.091
80 H 1.464 -0.429 -0.340  C31 1.100
81 H -5.098 3.838 -2.701  C41 1.090
82 H 1.708 -3.595 -1.591  C43 1.088
83 H 7.239 2.572 4.831  C56 1.095
84 H 1.804 -1.860 -1.989  C43 1.087
85 H 7.351 4.170 4.065  C56 1.094
86 H -0.423 1.257 -4.077  C29 1.091
87 H 4.954 2.353 -4.480  C35 1.096
88 H -1.000 2.648 -2.762  C28 1.101
89 H 0.321 -2.104 -5.396  C53 1.100
90 H -2.755 -0.598 -1.876  C40 1.099
91 H 1.077 0.987 -4.870  C29 1.094
92 H -3.096 2.926 1.532  C32 1.092
93 H -8.208 0.697 0.240  C47 1.091
94 H 4.673 0.763 -4.893  C35 1.091
95 H -1.235 0.717 1.332  O13 0.982
96 H 2.210 -0.024 -3.622  N19 1.009
97 H -1.052 -1.096 -0.243  C39 1.099
98 H 3.121 -5.510 2.553  C50 1.088
99 H 2.111 -1.266 4.497  C27 1.102
100 H 5.534 -3.628 -0.325  C61 1.094
101 H -0.483 0.474 -5.568  C29 1.095
102 H -4.429 0.192 -4.658  C62 1.097
103 H 0.618 -6.607 0.919  C46 1.096
104 H -2.790 4.401 -0.466  O11 1.007
105 H 4.124 1.866 -0.164  N17 1.019
106 H 1.818 -1.615 -4.768  C53 1.099
107 H -2.791 -1.757 4.447  C57 1.087
108 H 1.101 0.822 0.827  C31 1.088
109 H 2.313 4.236 -0.498  C37 1.096
110 H 3.854 -1.140 6.264  C33 1.101
111 H 1.282 -6.287 -0.657  C46 1.096
112 H -8.998 -0.398 1.376  C47 1.097
113 H -9.140 -2.740 0.605  N18 1.023
114 H -2.594 4.261 3.976  O16 0.959
115 H -6.512 -2.658 -0.213  C58 1.103
116 H 3.343 1.970 -5.122  C35 1.089
117 H 2.825 1.190 1.997  C48 1.091
118 H 4.445 1.982 6.085  N24 1.018
119 H 5.725 2.194 -0.028  N17 1.013
120 H -7.147 0.925 -3.646  N21 1.013
121 H -6.881 -1.881 1.290  C58 1.099
122 H 2.304 0.295 -2.073  N19 1.019
123 H 2.349 -3.951 2.948  C50 1.089
124 H -2.441 -0.158 -3.578  C40 1.094
125 H -3.848 -0.382 0.298  C30 1.094
126 H 3.979 -6.602 -0.679  C38 1.099
127 H -0.907 5.214 -5.157  C36 1.094
128 H -0.559 -1.273 2.765  O12 0.974
129 H 2.746 -4.424 0.500  C55 1.091
130 H -2.152 -1.838 -2.909  C40 1.088
131 H -6.739 -1.399 -3.313  C34 1.092
132 H -9.834 0.051 -0.038  C47 1.091
133 H -0.397 0.094 -1.277  C39 1.098
134 H 0.932 3.503 -1.260  C37 1.099
135 H 0.903 -0.563 5.522  C27 1.096
136 H -5.502 -2.631 -5.211  C44 1.089
137 H -4.504 -1.554 1.330  C30 1.099
138 H 3.465 2.374 8.796  C26 1.095
139 H 3.529 3.471 -2.433  C49 1.094
140 H 2.469 -0.781 7.217  C33 1.103
141 H 2.242 1.229 8.810  C26 1.093
142 H 4.161 -0.870 -1.891  O10 0.977
143 H -7.993 -0.980 -1.424  C60 1.094
144 H 4.046 3.315 1.611  C59 1.096
145 H 6.373 3.950 5.533  C56 1.086
146 H -5.983 -1.298 -6.219  C44 1.097
147 H 4.156 0.464 2.861  C48 1.092
148 H -0.073 -4.290 1.416  N20 1.022
149 H -3.891 4.291 2.166  C32 1.097
150 H -1.636 5.588 1.916  C63 1.093
151 H -4.958 0.362 -2.945  C62 1.098
152 H 2.503 2.244 7.327  C26 1.087
153 H 3.499 1.928 3.500  C48 1.091
154 H -1.651 1.904 3.186  O2 0.977
155 H -2.826 0.743 4.631  C54 1.092
156 H 0.857 -1.994 1.321  O15 0.977
157 H -3.927 2.493 -0.841  N22 1.015
158 H 0.306 -4.087 -0.073  N20 1.024
159 H 1.364 -5.384 3.001  C50 1.093
160 H 1.504 -4.443 -4.574  N23 1.015
161 H 4.426 -7.806 0.443  C38 1.095
162 H -4.041 4.646 -3.863  C41 1.095
163 H -0.476 3.809 -6.129  C36 1.091
164 H -2.385 2.087 -0.972  N22 1.021
165 H 1.362 3.033 0.419  C37 1.086
166 H 4.472 0.134 8.368  C45 1.090
167 H 1.980 2.754 -3.105  C49 1.096
168 H 4.725 -3.316 1.238  C61 1.093
169 H 4.428 -0.856 0.521  C52 1.093
170 H -1.050 4.180 1.104  C63 1.103
171 H -3.909 5.101 -2.204  C41 1.089
172 H 4.265 -6.208 0.982  C38 1.099
173 H 5.555 0.839 6.284  N24 1.020
174 H -4.063 -2.025 -0.312  C30 1.094
175 H 6.727 -1.524 0.458  O14 0.960
176 H 6.469 1.726 2.722  C25 1.099

Here are the Löwdin charges for atoms 1 to 99, given in e:
1 O -0.251
2 O -0.084
3 O -0.170
4 O -0.192
5 O -0.176
6 O -0.171
7 O -0.191
8 O -0.207
9 O -0.217
10 O -0.085
11 O -0.103
12 O -0.080
13 O -0.107
14 O -0.075
15 O -0.089
16 O -0.073
17 N 0.053
18 N 0.042
19 N 0.070
20 N 0.048
21 N 0.041
22 N 0.048
23 N 0.046
24 N 0.046
25 C -0.228
26 C -0.071
27 C -0.101
28 C -0.223
29 C -0.102
30 C -0.128
31 C -0.227
32 C -0.228
33 C -0.230
34 C -0.439
35 C -0.042
36 C -0.087
37 C -0.079
38 C -0.153
39 C -0.209
40 C -0.097
41 C -0.039
42 C -0.421
43 C -0.047
44 C -0.062
45 C -0.412
46 C -0.174
47 C -0.070
48 C -0.047
49 C -0.180
50 C -0.038
51 C -0.392
52 C -0.248
53 C -0.190
54 C -0.223
55 C -0.430
56 C -0.111
57 C -0.237
58 C -0.226
59 C -0.408
60 C -0.446
61 C -0.225
62 C -0.207
63 C -0.276
64 C -0.401
65 H 0.071
66 H 0.077
67 H 0.118
68 H 0.069
69 H 0.089
70 H 0.113
71 H 0.114
72 H 0.070
73 H 0.137
74 H 0.127
75 H 0.100
76 H 0.097
77 H 0.073
78 H 0.124
79 H 0.078
80 H 0.089
81 H 0.078
82 H 0.054
83 H 0.086
84 H 0.045
85 H 0.085
86 H 0.058
87 H 0.084
88 H 0.104
89 H 0.124
90 H 0.064
91 H 0.075
92 H 0.103
93 H 0.077
94 H 0.085
95 H 0.051
96 H 0.032
97 H 0.121
98 H 0.069
99 H 0.091

***

Kohn-Sham gap values, unit eV, following the record order: 9.52; 9.26; 9.23.
LUMO values, unit Eh, following the record order: 0.015; 0.024; 0.015.